57
Properties=species:S:1:pos:R:3 method="wB97M-V/def2-TZVPD" max_force_ha_per_bohr=0.011 e_tot_ev=-84265.84724 homo_ev=-5.38 lumo_ha=0.078 total_charge=-1 relative_energy_kj_mol=8.6
Cs 1.00 -0.33 2.50
O 0.14 -0.62 -0.19
C -0.01 -2.01 -0.40
C -1.46 -2.40 -0.35
C -1.87 -3.52 0.35
C -3.21 -3.87 0.34
C -4.10 -3.08 -0.37
C -3.60 -1.97 -1.04
N -2.32 -1.63 -1.04
H 1.10 -0.41 -0.20
H 0.54 -2.60 0.35
H 0.40 -2.30 -1.38
H -1.16 -4.09 0.94
H -3.56 -4.73 0.90
H -5.16 -3.31 -0.39
H -4.26 -1.33 -1.60
O 6.44 -0.30 -1.35
C 6.02 0.92 -0.97
C 6.88 2.00 -1.16
C 6.52 3.27 -0.78
C 5.28 3.51 -0.20
C 4.42 2.44 0.00
C 4.76 1.14 -0.37
C 3.78 0.05 -0.10
O 2.68 0.31 0.46
N 4.17 -1.16 -0.46
N 3.22 -2.15 -0.27
C 3.55 -3.05 0.55
S 2.61 -4.52 0.79
C 3.33 -4.86 2.42
C 4.82 -4.57 2.33
S 5.05 -2.94 1.54
H 5.70 -0.93 -1.11
H 7.85 1.80 -1.62
H 7.20 4.10 -0.95
H 4.99 4.51 0.10
H 3.45 2.59 0.46
H 3.14 -5.91 2.64
H 2.83 -4.25 3.16
H 5.33 -5.33 1.73
H 5.27 -4.52 3.31
O -1.06 -0.30 6.81
S 0.00 -0.68 5.91
O 0.74 0.41 5.30
N -0.49 -1.70 4.74
C 0.16 -2.86 4.79
S 0.06 -4.07 3.63
C 1.10 -2.97 5.96
C 1.89 -4.05 6.32
C 2.70 -3.92 7.44
C 2.72 -2.74 8.18
C 1.93 -1.66 7.81
C 1.13 -1.80 6.70
H 1.85 -4.95 5.73
H 3.32 -4.76 7.75
H 3.36 -2.67 9.05
H 1.95 -0.74 8.38

47
Properties=species:S:1:pos:R:3 method="wB97M-V/def2-TZVPD" max_force_ha_per_bohr=0.092 e_tot_ev=-31246.29176 homo_ev=-8.76 smiles="Cc1ccc(C(c2ccc(C)cc2)[C@@H](C#N)c2ccc([N+](=O)[O-])cc2)cc1" lumo_ha=-0.044 relative_energy_kj_mol=50.8
C -0.18 0.70 -1.26
C -1.09 1.69 -1.81
N -1.95 2.47 -2.08
C 1.23 0.94 -1.70
C 2.17 -0.14 -1.78
C 3.51 0.09 -1.98
C 3.98 1.41 -2.12
N 5.36 1.69 -2.06
O 5.72 2.87 -2.11
O 6.16 0.75 -1.97
C 3.06 2.48 -2.15
C 1.69 2.25 -1.98
H -0.50 -0.35 -1.46
H 1.78 -1.18 -1.74
H 4.23 -0.71 -1.96
H 3.44 3.50 -2.25
H 0.95 3.07 -2.11
C -6.53 0.02 0.02
C -5.06 0.14 0.21
C -4.46 1.36 0.53
C -3.12 1.46 0.76
C -2.24 0.32 0.61
C -0.76 0.49 0.48
C 0.10 -0.40 1.28
C 1.45 0.06 1.50
C 2.47 -0.82 1.81
C 2.20 -2.18 2.00
C 3.30 -3.13 2.35
C 0.88 -2.61 1.96
C -0.19 -1.73 1.71
C -2.87 -0.91 0.32
C -4.23 -0.98 0.13
H -6.87 -1.01 -0.04
H -7.14 0.56 0.77
H -6.76 0.53 -0.92
H -5.11 2.27 0.65
H -2.67 2.45 1.00
H -0.47 1.54 0.68
H 1.67 1.12 1.35
H 3.48 -0.42 1.93
H 2.97 -4.17 2.26
H 4.14 -2.93 1.67
H 3.74 -3.01 3.35
H 0.67 -3.67 2.17
H -1.21 -2.08 1.80
H -2.25 -1.81 0.17
H -4.71 -1.96 -0.01

51
Properties=species:S:1:pos:R:3 method="wB97M-V/def2-TZVPD" max_force_ha_per_bohr=0.010 e_tot_ev=-39442.22940 homo_ev=-8.22 smiles="COc1ccc(OCC(=O)Nc2ccccc2C(=O)Nc2ccc(C(=O)O)cc2)cc1" lumo_ha=0.006 relative_energy_kj_mol=0.0
C -5.70 -0.30 1.61
H -5.46 -0.64 2.62
O -5.09 -1.11 0.63
C -3.73 -1.22 0.64
C -2.88 -0.54 1.51
C -1.51 -0.73 1.43
C -0.97 -1.59 0.48
C -1.81 -2.27 -0.38
C -3.18 -2.08 -0.30
H -3.84 -2.61 -0.97
H -1.43 -2.96 -1.12
O 0.41 -1.67 0.48
C 1.05 -2.53 -0.43
C 2.55 -2.20 -0.51
O 3.32 -2.87 -1.16
N 2.85 -1.05 0.15
C 4.05 -0.32 0.13
C 5.28 -0.94 -0.03
C 6.44 -0.19 0.02
C 6.38 1.18 0.25
C 5.16 1.80 0.41
C 3.98 1.07 0.32
C 2.66 1.76 0.44
O 2.38 2.52 1.34
N 1.82 1.43 -0.60
C 0.44 1.58 -0.69
C -0.21 0.90 -1.72
C -1.58 0.92 -1.81
C -2.33 1.62 -0.87
C -1.68 2.33 0.13
C -0.31 2.32 0.23
H 0.20 2.85 1.02
H -2.27 2.88 0.84
C -3.81 1.60 -0.89
O -4.51 2.14 -0.07
O -4.32 0.90 -1.90
H -5.29 0.87 -1.82
H -2.09 0.37 -2.60
H 0.37 0.34 -2.44
H 2.23 0.87 -1.34
H 5.09 2.86 0.58
H 7.29 1.76 0.31
H 7.39 -0.67 -0.11
H 5.32 -2.01 -0.19
H 2.06 -0.63 0.63
H 0.65 -2.42 -1.45
H 0.94 -3.59 -0.13
H -0.85 -0.20 2.09
H -3.26 0.14 2.25
H -5.43 0.75 1.49
H -6.78 -0.41 1.45